1) Below is H24NeO12 as an isolated structure, with properties calculated with ωB97M-V with the def2-TZVPD basis set.

The geometry in ORCA input format:
```
! RIJCOSX wB97M-V def2-TZVPD def2/J DEFGRID3
* xyz 0 1
Ne 0.08855 -0.26934 0.27832
O -3.73680 -1.52326 -0.03203
O 3.36923 1.74318 -1.53604
O -0.76209 -1.91195 -3.12934
O 0.88951 1.28411 4.49185
O -0.27760 -2.92533 1.12079
O -2.14255 1.72068 1.67113
O -0.28889 1.01374 -2.66031
O -2.20802 -0.97001 2.40207
O 1.02366 2.60498 -0.72926
O 1.15162 -2.58937 -1.22296
O 1.26263 2.19072 1.99343
O 2.64322 -0.79546 -2.66614
H -2.80115 1.89554 0.99889
H -0.15522 -2.28776 -2.49162
H 2.62536 0.12400 -2.40057
H -0.53294 0.09514 -2.54699
H 0.80980 -2.63609 -0.33009
H 0.45838 0.43455 4.39910
H -1.62447 -2.21951 -2.85017
H 1.84400 -1.16830 -2.29403
H -4.67579 -1.34942 -0.09772
H -1.01198 -2.36225 1.36545
H 0.30465 -2.90389 1.88023
H 3.21215 1.94599 -2.45823
H -1.77994 2.58122 1.88143
H 2.61434 2.11183 -1.07728
H -3.55750 -1.52095 0.90822
H 0.66068 1.84584 -1.18554
H -1.68209 -1.12760 3.18616
H -0.04971 1.08629 -3.58430
H -2.01983 -0.06183 2.16540
H 0.92982 2.15351 1.09672
H 0.92615 1.63312 3.60129
H 1.92665 -3.15103 -1.21292
H 0.36586 3.29086 -0.84366
H 2.20032 2.01805 1.90873
*
```

Summary:
Kohn-Sham gap   10.212 eV

2) Below is H24NeO12 as an isolated structure, with properties calculated with ωB97M-V with the def2-TZVPD basis set.

The geometry in ORCA input format:
```
! RIJCOSX wB97M-V def2-TZVPD def2/J DEFGRID3
* xyz 0 1
Ne 0.21521 -0.04067 -0.05898
O 2.38767 -1.74455 1.11790
O -3.27503 0.42175 0.22951
O -0.16595 -3.73095 -0.93633
O -1.19212 -3.24301 2.17354
O -0.55451 1.92682 -3.09580
O 2.86946 -0.39690 -3.34993
O 2.95277 0.17958 -0.61916
O -2.83129 0.50912 -2.61551
O -1.67557 -0.36275 2.62957
O 2.31257 2.38091 1.16181
O -0.08582 1.68586 3.22227
O 0.12716 3.26443 -0.35814
H -2.29059 -0.09924 3.31407
H 0.68381 1.60409 2.65905
H 3.84453 0.32236 -0.30196
H -2.06360 -0.03384 1.81872
H -0.58292 0.88263 3.06748
H 2.62800 -0.55566 -0.09936
H -1.49450 -3.54347 3.03058
H -4.19698 0.31994 -0.00690
H 2.49319 1.57553 0.67706
H 3.47089 -1.13656 -3.43593
H -1.27805 1.34817 -2.85521
H -0.10171 1.46441 -3.80105
H 1.76149 -1.72578 1.84163
H 0.00146 2.75817 -1.16072
H -0.17602 4.14487 -0.57982
H -3.14887 1.36785 0.30171
H -0.85622 -4.15856 -0.42946
H -2.89565 0.45894 -1.66180
H -2.79712 -0.40354 -2.90208
H 2.62284 -2.66804 1.02792
H 2.71935 -0.31792 -2.40787
H -1.34816 -2.29865 2.18152
H 0.16885 -3.04689 -0.35651
H 1.75141 2.89154 0.57821
*
```

Summary:
Kohn-Sham gap   10.064 eV

From most stable to least stable, the computed energies give 1), 2).

1) Below is one molecule with the formula C9H12S, with properties calculated with ωB97M-V with the def2-TZVPD basis set.

The geometry in ORCA input format:
```
! RIJCOSX wB97M-V def2-TZVPD def2/J DEFGRID3
* xyz 0 1
S 0.67085 1.97768 -1.89018
C 0.11229 0.09673 0.14746
C 1.20839 0.57280 0.99204
C -0.25708 0.88276 -2.64081
C -1.97048 0.18821 -1.02372
C 1.28920 -1.39931 2.49975
C 1.75378 -0.06239 2.01458
C -1.24785 0.75394 0.20589
C 0.23149 -0.68675 -0.92231
C -0.82057 -0.31529 -1.92606
H 2.12194 -2.10110 2.52124
H 1.55937 1.53352 0.58795
H -2.59446 -0.66043 -0.74939
H 0.89548 -1.32492 3.51510
H 0.51302 -1.79801 1.84966
H -1.15522 1.84071 0.16796
H 2.58047 0.37183 2.55755
H -2.59394 0.92675 -1.52394
H 1.10455 -1.25089 -1.19772
H -1.75907 0.50352 1.13690
H -1.12801 -1.08565 -2.63492
H -0.51414 1.03631 -3.68703
*
```

Summary:
SMILES   C/C=C\C1=C[C@H](C=S)CC1
Kohn-Sham gap   8.129 eV

2) Below is a 2-piece molecular cluster, C9H12S overall, with properties calculated with ωB97M-V with the def2-TZVPD basis set.

The geometry in ORCA input format:
```
! RIJCOSX wB97M-V def2-TZVPD def2/J DEFGRID3
* xyz 0 1
S 1.32320 -0.23583 0.40097
C -1.20773 -0.92541 -0.01735
C -2.60264 0.86778 0.21857
C 1.94326 0.06756 2.09271
C -1.21623 1.23609 0.71345
C -2.48394 -0.55171 -0.26870
C -0.40372 0.19375 0.52504
C 2.02673 1.51406 -1.28509
C -0.34879 -2.08128 -0.44162
C 1.03169 -1.87430 -0.01406
H 2.20752 1.11425 2.14738
H 2.80444 -0.61960 2.06825
H -0.67117 -3.07050 0.06903
H 1.93267 -2.14698 -0.73981
H -3.23224 -0.95794 -0.83273
H -2.76944 1.43603 -0.73067
H 2.83990 1.99782 -0.72765
H -0.29819 -2.26596 -1.47173
H 1.14192 1.99800 -1.40601
H 2.36748 1.03751 -2.12404
H -0.99794 2.26559 0.94222
H -3.38679 1.00107 0.88184
*
```

Summary:
Kohn-Sham gap (spin up / spin down)   6.555 / 7.549 eV

From most stable to least stable, the computed energies give 1), 2).